{"formula": "C31H43Cl2OP3SSn", "method": "the ωB97M-V functional and the def2-TZVPD basis", "e_homo_ev": -14.01, "charge": 2, "orbital_gap_ev": 8.5, "elements": ["Sn", "Cl", "Cl", "S", "P", "P", "P", "O", "C", "C", "C", "C", "C", "C", "C", "C", "C", "C", "C", "C", "C", "C", "C", "C", "C", "C", "C", "C", "C", "C", "C", "C", "C", "C", "C", "C", "C", "C", "C", "H", "H", "H", "H", "H", "H", "H", "H", "H", "H", "H", "H", "H", "H", "H", "H", "H", "H", "H", "H", "H", "H", "H", "H", "H", "H", "H", "H", "H", "H", "H", "H", "H", "H", "H", "H", "H", "H", "H", "H", "H", "H", "H"], "xyz": [[0.14445, -0.34360, 2.93658], [2.31985, 0.80030, 3.17118], [-0.22495, -1.11190, 5.23958], [-1.14005, 1.70510, 3.26048], [1.10215, 1.09290, -1.49182], [-3.48665, -1.92130, 0.57098], [1.37765, -2.34910, 2.64208], [-1.71165, 0.37580, -0.73022], [0.07635, 4.47750, -3.53232], [-1.35335, 4.33690, -1.60402], [0.25705, 2.60370, -2.03732], [-0.80895, -1.24440, -4.26372], [-1.59395, -1.17760, 2.44348], [-2.24495, 3.15160, 3.30438], [-0.39635, -0.13990, -3.53292], [0.68815, -2.64740, -3.01022], [0.68495, 3.28540, -3.17492], [2.84975, 1.38340, -1.88912], [-0.75315, 3.13910, -1.24692], [-1.07395, -0.55430, 0.16908], [4.92215, 2.52330, -1.43962], [0.09085, 0.05810, 0.93788], [-2.01745, -1.17380, 1.14998], [5.47815, 1.97330, -2.58582], [-4.78875, -0.74390, 0.10268], [3.40755, 0.84310, -3.04752], [0.56395, -0.28900, -2.53632], [-4.19675, -3.00500, 1.83178], [-3.16455, -2.91010, -0.91512], [-0.07675, 2.38680, 4.59118], [4.71805, 1.13660, -3.38982], [1.10935, -1.54800, -2.28092], [-0.94455, 5.00310, -2.75042], [3.61225, 2.23680, -1.09112], [2.24205, -2.89710, 4.14908], [-0.27215, -2.49740, -4.00272], [0.36505, -3.79660, 2.16918], [1.01675, 0.76950, 0.23398], [2.69735, -2.30780, 1.38028], [5.50895, 3.17740, -0.81032], [1.51205, -3.30090, 4.84298], [1.11785, -3.61940, -2.81122], [2.82815, 0.18440, -3.67842], [3.18635, -1.33830, 1.42318], [-2.38405, -3.63640, -0.70722], [0.95955, -4.70570, 2.10908], [0.43235, 1.57970, 5.14938], [-2.82995, -2.25600, -1.71572], [2.99075, -3.65090, 3.91438], [-1.54675, -1.12270, -5.04512], [-1.68815, 4.08250, 3.06908], [1.89505, 1.10770, 0.76258], [-1.01215, 0.75090, -1.28082], [-0.10445, -3.60810, 1.20648], [-5.71435, -1.26340, -0.13602], [-4.96525, -0.05750, 0.92638], [2.25895, -2.42830, 0.39398], [-0.69335, 2.86810, 5.37878], [-4.45335, -0.18040, -0.76242], [3.19925, 2.68190, -0.19772], [-2.80705, 3.19470, 4.26058], [5.14525, 0.70770, -4.28552], [-4.06535, -3.42910, -1.23262], [1.49155, 2.89410, -3.77972], [-0.41335, -3.92230, 2.91688], [-0.59225, -3.35490, -4.57902], [-4.46245, -2.42910, 2.71338], [3.43115, -3.09370, 1.54608], [-0.67055, -1.31340, -0.50702], [0.66855, 3.09310, 4.17158], [-0.83205, 0.82800, -3.72312], [-5.09325, -3.48020, 1.44188], [-3.47815, -3.76820, 2.11458], [1.86655, -1.66410, -1.51892], [-2.99535, 3.02100, 2.49788], [2.71295, -2.03630, 4.61308], [0.40585, 5.00300, -4.41772], [6.50105, 2.19940, -2.85362], [-1.41045, 5.93820, -3.02892], [-2.13405, 4.75360, -0.98252], [-2.19325, -1.65510, 3.21498], [-1.04735, 2.62460, -0.34442]], "forces_ev_per_a": [[2.95, 0.29, 2.59], [-0.29, -0.15, 0.32], [0.12, 0.51, -0.09], [-0.72, 3.52, 2.05], [1.54, 0.68, -1.79], [-1.77, -0.75, -0.51], [2.36, -3.33, -0.11], [-0.53, -0.35, 0.99], [0.03, -0.09, -0.01], [-0.05, 0.03, -0.03], [-0.03, -0.18, 0.58], [-0.02, -0.05, -0.10], [-4.62, -2.17, -1.48], [-1.39, 0.31, -1.08], [0.07, -0.01, 0.13], [0.11, -0.01, 0.07], [0.05, -0.07, -0.23], [-0.16, -0.17, 0.03], [-0.03, 0.21, 0.14], [0.61, 0.64, -0.75], [-0.04, 0.02, 0.08], [1.34, 1.54, -4.69], [1.00, 0.62, 1.55], [-0.07, -0.03, -0.04], [0.54, -0.02, 0.19], [-0.08, -0.08, 0.07], [0.00, -0.01, 0.31], [0.33, 0.24, -0.14], [0.24, 0.26, 0.38], [0.53, 0.01, 1.04], [0.06, 0.02, -0.01], [-0.06, -0.06, -0.08], [-0.01, -0.08, 0.09], [-0.01, -0.06, 0.03], [-0.20, 0.16, -0.12], [-0.03, 0.10, -0.01], [-0.05, 0.40, 0.06], [-1.11, -1.04, 1.14], [-0.28, 0.32, 0.01], [0.01, 0.02, 0.01], [-0.03, -0.02, 0.09], [0.03, -0.03, -0.02], [-0.02, -0.02, -0.06], [0.14, 0.07, 0.02], [0.08, -0.14, 0.02], [0.12, 0.03, 0.04], [-0.11, 0.33, -0.61], [0.05, 0.13, -0.10], [0.00, -0.02, -0.12], [-0.01, 0.01, 0.00], [-0.16, -0.72, 0.42], [0.12, 0.32, 0.09], [-0.87, -0.19, -0.09], [-0.05, -0.02, -0.14], [0.03, -0.17, 0.02], [-0.04, 0.07, 0.09], [-0.05, -0.05, -0.09], [0.08, -0.12, -0.81], [0.05, 0.11, -0.09], [-0.07, 0.07, 0.10], [0.69, -0.05, -0.51], [0.00, 0.00, -0.02], [-0.12, 0.01, 0.08], [0.07, -0.01, -0.02], [-0.10, -0.10, 0.10], [-0.01, 0.00, -0.01], [-0.03, 0.10, 0.09], [-0.07, -0.07, 0.08], [0.19, -0.47, 0.27], [-0.56, -0.49, 0.26], [-0.06, 0.16, -0.09], [-0.05, 0.00, -0.11], [0.08, -0.11, 0.03], [0.10, 0.01, 0.05], [0.40, 0.05, 0.42], [0.11, 0.09, 0.08], [0.02, -0.01, -0.01], [0.01, 0.00, 0.00], [0.00, 0.02, 0.00], [-0.01, 0.01, 0.00], [-0.22, -0.07, -0.11], [-0.10, 0.11, 0.11]]}